[1]
The molecule C5H7ClOS, computed with ωB97M-V with the def2-TZVPD basis set.

As for the structure (SMILES): SCC1=C(Cl)CCO1.

Bonds (Å) are listed after each position.
Element x y z (Å)
1 C -0.606 0.848 1.305  C2 1.397, H7 1.094, H8 1.193, S14 1.855
2 C -0.055 -0.087 0.425  C1 1.397, C3 1.393, O13 1.345
3 C -0.425 -0.504 -0.852  C2 1.393, C4 1.569, Cl15 1.691
4 C 0.116 -1.928 -1.229  C3 1.569, C5 1.565, H9 1.164, H10 1.264
5 C 0.757 -2.160 0.180  C4 1.565, H11 1.123, H12 1.112, O13 1.501
6 H 1.928 1.780 0.512  S14 1.673
7 H -1.073 0.593 2.261  C1 1.094
8 H -1.548 1.444 0.879  C1 1.193
9 H -0.693 -2.722 -1.492  C4 1.164
10 H 0.725 -1.865 -2.334  C4 1.264
11 H 1.607 -2.886 0.082  C5 1.123
12 H -0.123 -2.817 0.352  C5 1.112
13 O 0.870 -0.893 0.977  C2 1.345, C5 1.501
14 S 0.846 1.899 1.781  C1 1.855, H6 1.673
15 Cl -1.178 0.366 -2.091  C3 1.691

Here are the Löwdin charges for atoms 1 to 5, given in e: C -0.494; C -0.540; C -0.667; C -0.204; C -0.131

[2]
A cluster of 13 separate species, C52H132BN12O20 in total, computed with ωB97M-V with the def2-TZVPD basis set.

Its total charge is -1.

Bonds (Å) are listed after each position.
Element x y z (Å)
1 O 22.922 -9.447 13.177  C2 1.259
2 C 22.578 -10.146 14.166  O1 1.259, O3 1.372, C6 1.482
3 O 21.665 -9.855 15.148  C2 1.372, B4 1.484
4 B 21.591 -10.944 16.154  O3 1.484, O5 1.493, O8 1.482, O12 1.451
5 O 22.596 -11.925 15.646  B4 1.493, C6 1.307
6 C 23.156 -11.451 14.565  C2 1.482, O5 1.307, O7 1.255
7 O 24.051 -12.074 13.943  C6 1.255
8 O 20.249 -11.561 16.275  B4 1.482, C9 1.275
9 C 19.796 -11.454 17.462  O8 1.275, O10 1.232, C11 1.500
10 O 18.677 -11.764 17.873  C9 1.232
11 C 20.891 -10.824 18.271  C9 1.500, O12 1.284, O13 1.235
12 O 21.863 -10.485 17.503  B4 1.451, C11 1.284
13 O 20.802 -10.664 19.493  C11 1.235
14 C 18.070 -15.813 19.120  C15 1.479, H20 1.090, H21 1.090, H22 1.090
15 C 18.981 -16.231 18.033  C14 1.479, C16 1.590, N19 1.408, H23 1.090
16 C 19.280 -15.158 16.898  C15 1.590, O17 1.415, H24 1.090, H25 1.090
17 O 19.871 -15.753 15.759  C16 1.415, C18 1.429
18 C 19.786 -14.939 14.588  O17 1.429, H26 1.090, H27 1.090, H28 1.090
19 N 20.220 -16.675 18.531  C15 1.408, H29 1.010, H30 1.010
20 H 17.722 -16.527 19.867  C14 1.090
21 H 17.264 -15.280 18.616  C14 1.090
22 H 18.400 -14.911 19.635  C14 1.090
23 H 18.449 -16.976 17.441  C15 1.090
24 H 20.013 -14.431 17.248  C16 1.090
25 H 18.442 -14.499 16.672  C16 1.090
26 H 19.068 -14.125 14.684  C18 1.090
27 H 19.585 -15.463 13.653  C18 1.090
28 H 20.736 -14.407 14.537  C18 1.090
29 H 20.934 -15.982 18.706  N19 1.010
30 H 20.587 -17.302 17.829  N19 1.010
31 C 25.938 -12.198 7.251  C32 1.498, H37 1.090, H38 1.090, H39 1.090
32 C 25.529 -10.778 7.500  C31 1.498, C33 1.545, N36 1.431, H40 1.090
33 C 25.151 -10.400 8.949  C32 1.545, O34 1.362, H41 1.090, H42 1.090
34 O 24.009 -11.044 9.318  C33 1.362, C35 1.402
35 C 23.459 -10.522 10.497  O34 1.402, H43 1.090, H44 1.090, H45 1.090
36 N 26.564 -9.989 6.903  C32 1.431, H46 1.010, H47 1.010
37 H 25.309 -12.851 7.856  C31 1.090
38 H 26.956 -12.400 7.582  C31 1.090
39 H 25.774 -12.356 6.185  C31 1.090
40 H 24.588 -10.741 6.953  C32 1.090
41 H 25.091 -9.312 8.980  C33 1.090
42 H 25.842 -10.591 9.770  C33 1.090
43 H 23.372 -9.450 10.672  C35 1.090
44 H 24.200 -10.848 11.227  C35 1.090
45 H 22.587 -11.098 10.809  C35 1.090
46 H 26.255 -9.028 6.895  N36 1.010
47 H 27.336 -10.083 7.547  N36 1.010
48 C 27.908 -7.173 12.408  C49 1.533, H54 1.090, H55 1.090, H56 1.090
49 C 26.785 -8.215 12.451  C48 1.533, C50 1.552, N53 1.408, H57 1.090
50 C 26.483 -8.646 13.912  C49 1.552, O51 1.485, H58 1.090, H59 1.090
51 O 27.694 -9.073 14.659  C50 1.485, C52 1.409
52 C 28.074 -10.376 14.283  O51 1.409, H60 1.090, H61 1.090, H62 1.090
53 N 25.604 -7.692 11.892  C49 1.408, H63 1.010, H64 1.010
54 H 28.237 -6.952 11.393  C48 1.090
55 H 28.756 -7.550 12.980  C48 1.090
56 H 27.561 -6.212 12.788  C48 1.090
57 H 27.208 -9.043 11.882  C49 1.090
58 H 25.687 -9.387 13.985  C50 1.090
59 H 26.030 -7.761 14.360  C50 1.090
60 H 27.278 -11.068 14.005  C52 1.090
61 H 28.551 -10.901 15.110  C52 1.090
62 H 28.750 -10.411 13.429  C52 1.090
63 H 24.918 -8.433 11.906  N53 1.010
64 H 25.276 -7.003 12.554  N53 1.010
65 C 21.946 -12.908 21.792  C66 1.572, H71 1.090, H72 1.090, H73 1.090
66 C 21.739 -13.088 23.341  C65 1.572, C67 1.554, N70 1.462, H74 1.090
67 C 20.777 -12.024 23.938  C66 1.554, O68 1.434, H75 1.090, H76 1.090
68 O 20.885 -11.678 25.326  C67 1.434, C69 1.450
69 C 20.499 -12.737 26.238  O68 1.450, H77 1.090, H78 1.090, H79 1.090
70 N 21.310 -14.473 23.530  C66 1.462, H80 1.010, H81 1.010
71 H 22.600 -12.078 21.524  C65 1.090
72 H 20.972 -12.841 21.307  C65 1.090
73 H 22.422 -13.771 21.326  C65 1.090
74 H 22.657 -13.005 23.923  C66 1.090
75 H 19.765 -12.370 23.728  C67 1.090
76 H 20.928 -11.061 23.449  C67 1.090
77 H 19.413 -12.777 26.324  C69 1.090
78 H 20.753 -12.537 27.279  C69 1.090
79 H 20.901 -13.715 25.974  C69 1.090
80 H 21.516 -15.051 22.728  N70 1.010
81 H 21.804 -14.848 24.327  N70 1.010
82 C 25.347 -12.315 17.333  C83 1.480, H88 1.090, H89 1.090, H90 1.090
83 C 26.543 -12.945 17.936  C82 1.480, C84 1.596, N87 1.510, H91 1.090
84 C 27.149 -13.953 16.858  C83 1.596, O85 1.462, H92 1.090, H93 1.090
85 O 28.253 -14.712 17.445  C84 1.462, C86 1.364
86 C 28.048 -15.708 18.354  O85 1.364, H94 1.090, H95 1.090, H96 1.090
87 N 27.546 -11.859 18.241  C83 1.510, H97 1.010, H98 1.010
88 H 24.936 -11.584 18.029  C82 1.090
89 H 24.490 -12.896 16.992  C82 1.090
90 H 25.693 -11.823 16.424  C82 1.090
91 H 26.360 -13.413 18.904  C83 1.090
92 H 27.571 -13.517 15.952  C84 1.090
93 H 26.468 -14.748 16.553  C84 1.090
94 H 28.733 -15.672 19.201  C86 1.090
95 H 28.030 -16.710 17.926  C86 1.090
96 H 27.089 -15.479 18.819  C86 1.090
97 H 27.721 -11.389 17.364  N87 1.010
98 H 28.489 -12.200 18.368  N87 1.010
99 C 23.083 -4.364 10.353  C100 1.559, H105 1.090, H106 1.090, H107 1.090
100 C 22.615 -5.399 11.421  C99 1.559, C101 1.567, N104 1.439, H108 1.090
101 C 22.306 -6.803 10.797  C100 1.567, O102 1.425, H109 1.090, H110 1.090
102 O 21.369 -6.869 9.727  C101 1.425, C103 1.423
103 C 20.006 -6.870 10.137  O102 1.423, H111 1.090, H112 1.090, H113 1.090
104 N 23.602 -5.486 12.464  C100 1.439, H114 1.010, H115 1.010
105 H 23.649 -4.761 9.511  C99 1.090
106 H 23.578 -3.550 10.881  C99 1.090
107 H 22.207 -3.873 9.930  C99 1.090
108 H 21.691 -4.953 11.788  C100 1.090
109 H 22.073 -7.578 11.527  C101 1.090
110 H 23.253 -7.177 10.407  C101 1.090
111 H 19.247 -6.508 9.444  C103 1.090
112 H 19.950 -6.114 10.921  C103 1.090
113 H 19.667 -7.812 10.568  C103 1.090
114 H 24.002 -4.565 12.568  N104 1.010
115 H 23.045 -5.694 13.281  N104 1.010
116 C 19.838 -7.549 19.753  C117 1.551, H122 1.090, H123 1.090, H124 1.090
117 C 20.767 -6.528 19.046  C116 1.551, C118 1.583, N121 1.454, H125 1.090
118 C 21.814 -7.313 18.156  C117 1.583, O119 1.445, H126 1.090, H127 1.090
119 O 22.865 -6.521 17.560  C118 1.445, C120 1.452
120 C 23.543 -7.262 16.511  O119 1.452, H128 1.090, H129 1.090, H130 1.090
121 N 19.926 -5.683 18.215  C117 1.454, H131 1.010, H132 1.010
122 H 20.322 -8.483 20.039  C116 1.090
123 H 19.125 -7.888 19.002  C116 1.090
124 H 19.342 -7.267 20.682  C116 1.090
125 H 21.260 -5.918 19.803  C117 1.090
126 H 21.358 -7.815 17.302  C118 1.090
127 H 22.280 -8.153 18.671  C118 1.090
128 H 22.894 -7.361 15.641  C120 1.090
129 H 23.841 -8.266 16.813  C120 1.090
130 H 24.433 -6.774 16.114  C120 1.090
131 H 20.676 -5.224 17.718  N121 1.010
132 H 19.629 -6.310 17.482  N121 1.010
133 C 23.681 -18.094 15.720  C134 1.520, H139 1.090, H140 1.090, H141 1.090
134 C 22.829 -16.887 15.361  C133 1.520, C135 1.631, N138 1.413, H142 1.090
135 C 23.074 -15.505 16.190  C134 1.631, O136 1.395, H143 1.090, H144 1.090
136 O 22.714 -15.757 17.514  C135 1.395, C137 1.414
137 C 22.782 -14.714 18.467  O136 1.414, H145 1.090, H146 1.090, H147 1.090
138 N 22.846 -16.638 13.970  C134 1.413, H148 1.010, H149 1.010
139 H 23.270 -18.972 15.223  C133 1.090
140 H 23.504 -18.179 16.792  C133 1.090
141 H 24.713 -17.840 15.474  C133 1.090
142 H 21.857 -17.324 15.589  C134 1.090
143 H 22.504 -14.629 15.879  C135 1.090
144 H 24.129 -15.285 16.028  C135 1.090
145 H 22.228 -15.078 19.332  C137 1.090
146 H 22.261 -13.856 18.041  C137 1.090
147 H 23.841 -14.612 18.701  C137 1.090
148 H 22.097 -16.013 13.707  N138 1.010
149 H 22.589 -17.431 13.400  N138 1.010
150 C 17.856 -3.835 15.681  C151 1.497, H156 1.090, H157 1.090, H158 1.090
151 C 19.327 -3.827 15.403  C150 1.497, C152 1.463, N155 1.385, H159 1.090
152 C 19.876 -4.943 14.632  C151 1.463, O153 1.395, H160 1.090, H161 1.090
153 O 19.626 -6.115 15.346  C152 1.395, C154 1.477
154 C 20.022 -7.327 14.601  O153 1.477, H162 1.090, H163 1.090, H164 1.090
155 N 19.671 -2.637 14.782  C151 1.385, H165 1.010, H166 1.010
156 H 17.591 -4.825 16.052  C150 1.090
157 H 17.239 -3.859 14.783  C150 1.090
158 H 17.492 -3.096 16.395  C150 1.090
159 H 19.769 -3.835 16.400  C151 1.090
160 H 20.957 -4.816 14.572  C152 1.090
161 H 19.526 -4.910 13.600  C152 1.090
162 H 19.581 -7.483 13.616  C154 1.090
163 H 19.812 -8.138 15.298  C154 1.090
164 H 21.072 -7.556 14.420  C154 1.090
165 H 20.667 -2.532 14.646  N155 1.010
166 H 19.417 -1.863 15.378  N155 1.010
167 C 16.604 -8.852 11.770  C168 1.516, H173 1.090, H174 1.090, H175 1.090
168 C 17.130 -10.270 11.671  C167 1.516, C169 1.533, N172 1.435, H176 1.090
169 C 17.595 -10.929 12.974  C168 1.533, O170 1.441, H177 1.090, H178 1.090
170 O 18.281 -12.166 12.703  C169 1.441, C171 1.432
171 C 19.653 -12.142 12.296  O170 1.432, H179 1.090, H180 1.090, H181 1.090
172 N 16.196 -11.073 10.933  C168 1.435, H182 1.010, H183 1.010
173 H 17.418 -8.368 12.310  C167 1.090
174 H 15.609 -8.757 12.205  C167 1.090
175 H 16.561 -8.354 10.802  C167 1.090
176 H 18.008 -10.132 11.039  C168 1.090
177 H 16.710 -11.135 13.577  C169 1.090
178 H 18.200 -10.269 13.595  C169 1.090
179 H 19.839 -11.581 11.380  C171 1.090
180 H 19.991 -13.171 12.176  C171 1.090
181 H 20.260 -11.664 13.066  C171 1.090
182 H 15.363 -11.102 11.502  N172 1.010
183 H 16.605 -11.959 11.191  N172 1.010
184 C 25.790 -13.841 10.909  C185 1.587, H190 1.090, H191 1.090, H192 1.090
185 C 25.279 -14.824 12.045  C184 1.587, C186 1.542, N189 1.452, H193 1.090
186 C 26.313 -15.048 13.167  C185 1.542, O187 1.406, H194 1.090, H195 1.090
187 O 27.524 -15.630 12.752  C186 1.406, C188 1.470
188 C 28.402 -16.256 13.751  O187 1.470, H196 1.090, H197 1.090, H198 1.090
189 N 23.908 -14.623 12.477  C185 1.452, H199 1.010, H200 1.010
190 H 25.467 -12.806 11.024  C184 1.090
191 H 25.245 -14.169 10.024  C184 1.090
192 H 26.864 -13.997 10.809  C184 1.090
193 H 25.131 -15.780 11.544  C185 1.090
194 H 25.947 -15.711 13.951  C186 1.090
195 H 26.559 -14.141 13.720  C186 1.090
196 H 28.005 -17.110 14.300  C188 1.090
197 H 28.833 -15.540 14.451  C188 1.090
198 H 29.241 -16.523 13.109  C188 1.090
199 H 23.912 -13.712 12.912  N189 1.010
200 H 23.711 -15.299 13.201  N189 1.010
201 C 17.531 -11.718 20.941  C202 1.497, H207 1.090, H208 1.090, H209 1.090
202 C 16.741 -10.563 21.472  C201 1.497, C203 1.583, N206 1.513, H210 1.090
203 C 16.715 -9.290 20.531  C202 1.583, O204 1.439, H211 1.090, H212 1.090
204 O 16.123 -8.212 21.278  C203 1.439, C205 1.422
205 C 16.120 -6.953 20.618  O204 1.422, H213 1.090, H214 1.090, H215 1.090
206 N 15.305 -10.824 21.871  C202 1.513, H216 1.010, H217 1.010
207 H 18.511 -11.310 20.690  C201 1.090
208 H 17.031 -12.057 20.034  C201 1.090
209 H 17.682 -12.442 21.741  C201 1.090
210 H 17.318 -10.223 22.332  C202 1.090
211 H 16.167 -9.527 19.619  C203 1.090
212 H 17.738 -8.985 20.308  C203 1.090
213 H 15.526 -6.219 21.162  C205 1.090
214 H 15.814 -6.990 19.572  C205 1.090
215 H 17.122 -6.524 20.615  C205 1.090
216 H 15.073 -9.887 22.169  N206 1.010
217 H 15.256 -11.356 22.727  N206 1.010

Here are the Löwdin charges for atoms 1 to 5, given in e: O 0.093; C -0.282; O 0.178; B -0.875; O 0.213

The calculation returns the following total energy values, one per record and in order: -30699.2599; -115568.7023 eV.
The calculation returns the following relative energy (zero: lowest compared OMol25 entry of this formula, charge and spin) values, one per record and in order: 94.9; 136.8 kcal per mole.